38
Properties=species:S:1:pos:R:3:forces:R:3:lowdin_charge:R:1 method="wB97M-V/def2-TZVPD" orbital_gap_ev=4.9 multiplicity=1 lumo_energy_ev=-0.3 de_lowest_ev=4.697 homo_energy_ev=-5.2304
C -3.07826 0.30616 -3.22568 3.360 6.827 -1.688 -0.573
C -2.86519 -1.12801 -3.26059 -1.350 -5.478 -2.662 -0.501
H -3.07185 1.26352 -2.51961 -0.198 -2.990 -0.897 0.000
H -3.83809 0.55693 -3.95352 -0.058 0.476 -0.252 0.035
H -1.94707 0.54486 -3.68860 -2.776 0.639 -0.019 0.096
H -3.16615 -2.05135 -2.62233 0.340 2.413 -0.756 -0.010
H -3.56745 -1.33397 -4.24685 2.430 -0.372 1.616 0.115
H -1.79274 -1.19873 -3.43981 -0.158 -1.255 -0.382 0.028
Zn 1.03615 0.13508 -0.35595 -0.200 -0.086 0.742 0.845
C 1.80192 0.07312 -2.13879 0.166 0.405 -0.211 -0.239
H 1.47252 -0.84450 -2.63800 0.110 0.258 -0.031 -0.027
H 2.91092 0.10272 -2.10588 -0.637 -0.032 -0.051 -0.021
H 1.43293 0.96081 -2.69678 0.272 -0.645 0.204 -0.017
I -3.72752 -0.42675 -0.79201 -0.961 -0.179 5.287 0.054
C -0.65614 1.76563 1.41110 -0.278 0.213 0.246 -0.068
N 0.79158 1.55286 1.22564 0.038 -0.107 -0.791 -0.363
C 1.43699 2.83440 0.89005 0.271 0.109 -0.081 -0.078
C 1.42248 0.91378 2.39910 -0.083 0.253 -0.479 -0.172
C 0.88306 -0.49214 2.58518 0.013 -0.582 -0.007 -0.159
N 0.87789 -1.28763 1.32678 0.236 1.396 -0.805 -0.338
C 2.04827 -2.14089 1.20736 0.513 -0.215 0.327 -0.090
C -0.33409 -2.06683 1.16096 -0.643 -0.472 0.100 -0.090
H -1.07190 2.30256 0.55012 0.125 -0.237 0.194 0.098
H -0.82956 2.36466 2.31752 -0.026 -0.054 -0.111 0.107
H -1.19412 0.82169 1.50139 -0.034 0.087 -0.095 0.050
H 1.41827 3.51034 1.75486 -0.024 -0.016 -0.101 0.098
H 2.48288 2.66238 0.59881 -0.270 0.051 0.108 0.092
H 0.91546 3.31979 0.04961 0.171 -0.298 0.349 0.101
H 2.50482 0.89066 2.23197 -0.089 0.066 -0.015 0.126
H 1.22321 1.53117 3.28363 0.081 -0.168 0.081 0.136
H 1.50094 -1.02516 3.31262 -0.089 0.104 0.174 0.129
H -0.13178 -0.45400 2.97741 -0.008 -0.054 -0.056 0.125
H 2.10681 -2.81503 2.06097 0.009 -0.225 0.156 0.096
H 2.01688 -2.74306 0.30687 -0.178 0.025 -0.204 0.095
H 2.96963 -1.56506 1.18309 0.080 0.203 0.015 0.090
H -1.22211 -1.45459 1.23934 -0.240 0.248 -0.090 0.031
H -0.37185 -2.54921 0.18738 0.131 0.051 -0.097 0.097
H -0.38775 -2.83619 1.92266 -0.046 -0.361 0.285 0.099